#i
The following is a quantum chemistry calculation of one molecule with the formula C3H2N2OS2, from the OMol25 dataset.

The orbital gap is 7.902 eV. The value obtained for the lowest unoccupied orbital energy is -1.17 eV.

The geometry in ORCA input format:
```
! wB97M-V def2-TZVPD RIJCOSX def2/J DEFGRID3
* xyz 0 1
N -3.9573 -0.9016 -0.1864
C -3.0700 -0.0920 -0.3089
C -1.7711 0.6530 -0.0369
O -1.5180 1.8166 -0.0122
S -0.6868 -0.8912 -0.0198
C 0.8650 -0.0967 0.0461
N 1.9257 -0.8208 -0.0137
S 3.2791 0.1404 -0.2607
H 0.7136 1.0660 0.2779
H 4.2197 -0.8736 0.5147
*
```

---

#ii
The following is a quantum chemistry calculation of a 2-piece molecular cluster, C3H2N2OS2 overall, from the OMol25 dataset.

The orbital gap is 8.305 eV. The value obtained for the lowest unoccupied orbital energy is -0.06 eV.

The geometry in ORCA input format:
```
! wB97M-V def2-TZVPD RIJCOSX def2/J DEFGRID3
* xyz 0 1
C 0.7375 -0.8510 -1.3819
C -0.8640 0.4682 -1.0743
C -0.8240 0.6068 2.1197
N -0.2248 -0.2569 -2.0025
N -0.2721 0.3580 0.0731
O 0.7813 -0.5762 -0.1185
S 0.2187 -0.6888 2.6678
S 0.5754 1.3890 2.8075
H 1.4771 -1.5791 -1.6770
H -1.6052 1.1300 -1.4138
*
```

---

#iii
The following is a quantum chemistry calculation of one molecule with the formula C3H2N2OS2, from the OMol25 dataset.

The orbital gap is 7.529 eV. The value obtained for the lowest unoccupied orbital energy is -2.00 eV.

The geometry in ORCA input format:
```
! wB97M-V def2-TZVPD RIJCOSX def2/J DEFGRID3
* xyz 0 1
S -0.9963 -1.4242 -1.2331
C -0.2046 -0.1877 -0.5005
C 1.0057 0.2827 -1.0438
N 1.6762 1.2003 -0.5540
O 1.1793 1.7202 0.6885
N 0.1717 1.0581 1.4030
C -0.5732 0.1477 0.8418
S -1.6380 -0.9619 1.8006
H 1.2414 -0.1744 -1.9868
H -1.8623 -1.6608 0.5843
*
```

---

From most stable to least stable, the computed energies give #i, #iii, #ii.

---

#i
The following is a quantum chemistry calculation of C2H4O3S2 as an isolated structure, from the OMol25 dataset.

The orbital gap (spin up / spin down) is 6.512 / 7.365 eV. The value obtained for the lowest unoccupied orbital energy (spin up / spin down) is 0.43 / -3.60 eV. As for the expectation value of S²: 2.006.

The geometry in ORCA input format:
```
! wB97M-V def2-TZVPD RIJCOSX def2/J DEFGRID3
* xyz 0 3
C 0.4980 -1.1370 0.0576
C 0.4786 0.1787 -0.6311
O -1.5410 1.4476 0.9229
O -2.2549 -0.1073 -0.8962
O -0.6578 -0.9416 0.9211
S 1.6087 1.6793 0.1152
S -1.2810 0.3236 0.0588
H 0.3125 -2.1401 -0.6220
H 1.4213 -1.3712 0.6775
H 0.6221 0.3442 -1.7817
H 0.7937 1.7236 1.1779
*
```

---

#ii
The following is a quantum chemistry calculation of one molecule with the formula C2H4O3S2, from the OMol25 dataset.

The orbital gap (spin up / spin down) is 10.761 / 6.247 eV. The value obtained for the lowest unoccupied orbital energy (spin up / spin down) is 0.72 / -3.37 eV. As for the expectation value of S²: 2.010.

The geometry in ORCA input format:
```
! wB97M-V def2-TZVPD RIJCOSX def2/J DEFGRID3
* xyz 0 3
C 0.3465 1.1312 0.4981
C -0.2426 -0.2103 0.1577
O -2.7958 2.3806 1.8826
O -2.2507 1.6707 -0.4437
O -0.4515 1.9748 1.2741
S 1.0509 2.0064 -0.9991
S -1.9591 2.5028 0.6940
H 1.2783 0.9185 1.0541
H -1.1430 -0.0959 -0.2471
H -0.5116 -0.7495 1.0451
H 0.2965 -0.8712 -0.4582
*
```

---

From most stable to least stable, the computed energies give #ii, #i.

---

#i
The following is a quantum chemistry calculation of a 2-piece molecular cluster, C2HF4IO overall, from the OMol25 dataset.

The orbital gap (spin up / spin down) is 10.811 / 5.201 eV. The value obtained for the lowest unoccupied orbital energy (spin up / spin down) is 0.23 / -3.52 eV.

The geometry in ORCA input format:
```
! wB97M-V def2-TZVPD RIJCOSX def2/J DEFGRID3
* xyz 0 1
C -0.0907 -0.9334 -1.7422
C -1.3920 -1.6386 -1.4858
O 0.2553 -0.9215 -3.0386
F -0.0382 0.2971 -1.2108
F 0.8984 -1.6565 -1.0170
F -2.5201 -1.2111 -1.0100
F -1.3595 -2.9685 -1.4492
I 0.5497 3.6145 -1.8910
H 0.2710 -0.0233 -3.3548
*
```

---

#ii
The following is a quantum chemistry calculation of one molecule with the formula C2HF4IO, from the OMol25 dataset.

The orbital gap is 10.437 eV. The value obtained for the lowest unoccupied orbital energy is 0.10 eV.

The geometry in ORCA input format:
```
! wB97M-V def2-TZVPD RIJCOSX def2/J DEFGRID3
* xyz 0 1
O 1.0282 0.1487 1.0815
C 0.1137 -0.5262 0.2484
F -0.7131 -1.1837 1.0275
F 0.7130 -1.4318 -0.5401
C -0.5043 0.5325 -0.7095
F 0.4083 0.6525 -1.6441
F -1.6878 -0.0836 -1.1435
I -0.8015 2.4637 0.0861
H 1.4435 -0.5722 1.5936
*
```

---

From most stable to least stable, the computed energies give #ii, #i.